Entry 1:
65
Properties=species:S:1:pos:R:3 method="wB97M-V/def2-TZVPD" orbital_gap_ev=4.511 homo_ev=0.18 de_lowest_kcal_mol=18.27 charge=-2 lumo_ev=4.69
Pd -0.163 -0.737 0.178
C 3.346 -0.013 1.016
N 3.118 0.162 -0.395
C 4.146 -0.463 -1.181
C 2.942 1.543 -0.779
C 1.947 2.365 0.033
N 0.588 1.874 0.025
C -0.345 2.756 0.327
C -1.726 2.436 0.076
F -1.993 1.230 -0.448
C -2.767 3.286 0.315
F -4.028 2.880 0.009
C -2.601 4.567 0.840
C -1.292 4.907 1.119
F -1.044 6.128 1.673
C -0.220 4.074 0.893
F 0.993 4.542 1.326
H 4.226 0.563 1.376
H 3.517 -1.070 1.224
H 2.464 0.291 1.575
H 5.153 -0.034 -0.980
H 3.932 -0.338 -2.244
H 4.181 -1.533 -0.969
H 2.658 1.567 -1.837
H 3.915 2.081 -0.690
H 1.999 3.363 -0.431
H 2.358 2.499 1.044
H -3.428 5.233 1.023
C 0.149 -4.460 -2.340
Si -0.015 -2.688 -1.538
C -1.688 -2.214 -2.331
C 1.321 -1.810 -2.576
C 0.348 -2.871 0.238
Si -0.121 -2.671 1.982
C -0.009 -4.444 2.793
C -1.841 -2.211 2.668
C 1.123 -1.783 3.127
H -0.076 -4.491 -3.414
H -0.525 -5.152 -1.822
H 1.169 -4.834 -2.192
H -1.502 -2.214 -3.413
H -2.065 -1.235 -2.033
H -2.470 -2.955 -2.143
H 1.038 -1.842 -3.635
H 2.276 -2.337 -2.469
H 1.467 -0.774 -2.269
H 1.455 -2.841 0.263
H -0.676 -5.117 2.242
H -0.273 -4.482 3.857
H 1.009 -4.835 2.676
H -2.598 -2.964 2.435
H -2.211 -1.240 2.341
H -1.723 -2.205 3.759
H 2.148 -2.097 2.903
H 0.908 -2.060 4.167
H 1.068 -0.697 3.036
N -5.013 -3.154 0.034
C -5.997 -2.190 0.026
C -5.327 -1.001 0.081
N -3.973 -1.215 0.124
C -3.816 -2.507 0.096
H -5.139 -4.149 0.009
H -7.044 -2.435 -0.023
H -5.732 -0.001 0.088
H -2.866 -3.020 0.120


Entry 2:
19
Properties=species:S:1:pos:R:3 method="wB97M-V/def2-TZVPD" orbital_gap_ev=10.053 homo_ev=-13.18 de_lowest_kcal_mol=24.09 charge=+1 lumo_ev=-3.13
C 1.006 0.592 -1.855
C -0.001 -0.524 -2.043
N -1.043 -0.457 -0.958
H 1.608 0.675 -2.756
H 0.519 1.553 -1.690
H 1.675 0.377 -1.022
H -0.512 -0.450 -2.995
H 0.478 -1.496 -1.954
H -0.630 -0.682 -0.009
H -1.840 -1.070 -1.115
H -1.380 0.504 -0.887
C -0.093 1.240 2.429
C 0.475 0.149 1.956
N -0.226 -1.084 1.708
H -1.131 1.274 2.734
H 0.498 2.132 2.558
H 1.499 0.128 1.614
H -1.152 -1.006 2.118
H 0.249 -1.856 2.167


Entry 3:
22
Properties=species:S:1:pos:R:3 method="wB97M-V/def2-TZVPD" orbital_gap_ev=10.025 homo_ev=-9.28 de_lowest_kcal_mol=14.90 lumo_ev=0.75
C -0.049 0.326 -1.379
C -0.241 0.449 0.125
C -1.372 -0.447 0.685
C -1.912 0.166 1.978
C -0.996 -1.920 0.926
N 1.066 0.101 0.740
H -0.873 0.621 -2.026
H 0.716 1.049 -1.669
H 0.246 -0.690 -1.637
H -0.480 1.471 0.431
H -2.196 -0.516 -0.036
H -2.462 -0.581 2.541
H -2.632 0.951 1.781
H -1.102 0.442 2.639
H -0.456 -2.347 0.073
H -0.462 -2.103 1.851
H -1.913 -2.484 1.004
H 1.531 -0.568 0.141
H 0.925 -0.365 1.630
H 3.976 1.401 -3.294
H 4.078 2.917 -3.182
O 4.607 2.127 -3.323


Entry 4:
10
Properties=species:S:1:pos:R:3 method="wB97M-V/def2-TZVPD" orbital_gap_ev=8.859 homo_ev=-5.61 de_lowest_kcal_mol=26.32 charge=-1 lumo_ev=3.25
O 0.031 1.410 1.274
O 1.022 0.621 -0.858
O -1.069 1.808 -0.861
O 2.904 -0.236 0.790
O 0.753 -1.387 0.627
O -1.467 -1.365 -1.256
S -1.321 -0.918 0.132
S -0.257 0.931 -0.052
S 1.920 -0.808 -0.104
H -2.516 -0.057 0.308


Entry 5:
120
Properties=species:S:1:pos:R:3 method="wB97M-V/def2-TZVPD" orbital_gap_ev=6.893 homo_ev=-7.09 lumo_ev=-0.20
Zr -0.476 -0.433 -0.474
C 0.542 1.853 4.714
N 0.955 1.629 3.340
C 1.717 0.399 3.201
C 0.994 -0.906 3.534
C -0.295 -1.159 2.746
N -0.151 -1.711 1.392
C -0.736 -2.838 1.193
C -0.879 -3.575 -0.045
C -1.546 -4.812 0.025
C -1.762 -5.582 -1.090
C -1.327 -5.111 -2.333
C -0.665 -3.912 -2.437
C -0.420 -3.116 -1.305
O 0.260 -1.995 -1.424
C 1.772 2.771 2.924
C 2.156 2.813 1.437
C 1.381 3.846 0.619
N -0.047 3.679 0.469
C -0.690 2.611 0.532
C -2.202 2.620 0.388
C -2.828 3.964 0.656
C -3.943 3.853 1.358
C -5.261 1.701 0.749
C -4.543 0.423 0.373
C -3.251 0.396 0.720
O -2.274 -0.476 0.485
H 1.404 2.035 5.380
H 0.004 0.990 5.102
H -0.121 2.719 4.760
H 2.620 0.446 3.838
H 2.032 0.333 2.164
H 0.727 -0.915 4.593
H 1.698 -1.729 3.377
H -0.820 -0.209 2.658
H -0.921 -1.843 3.328
H -1.215 -3.325 2.047
H -1.902 -5.152 0.991
H -2.270 -6.533 -1.012
H -1.523 -5.692 -3.226
H -0.328 -3.523 -3.389
H 2.695 2.796 3.535
H 1.205 3.672 3.175
H 2.048 1.828 0.993
H 3.212 3.081 1.347
H 1.797 3.896 -0.394
H 1.520 4.839 1.056
H -0.252 1.587 0.724
H -2.412 4.864 0.228
H -4.618 4.653 1.634
H -6.173 1.459 1.305
H -5.069 -0.358 -0.156
O -1.961 -1.103 -2.027
S -2.041 0.191 -2.740
O -1.115 0.287 -3.833
N -1.642 1.253 -1.594
C -2.557 2.159 -1.048
C -3.585 2.644 -1.781
C -4.921 3.065 -1.401
C -5.674 2.606 -0.393
C -4.243 2.414 1.719
C -4.718 2.286 3.127
C -3.940 1.773 4.073
C -2.573 1.403 3.733
N -2.065 1.424 2.569
C -2.903 1.701 1.439
C -3.686 0.187 -3.433
C -4.630 -0.625 -2.828
C -5.896 -0.719 -3.385
C -6.189 -0.032 -4.553
C -5.218 0.751 -5.168
C -3.956 0.863 -4.613
H -3.471 2.534 -2.850
H -5.399 3.722 -2.123
H -6.697 2.966 -0.338
H -5.716 2.655 3.338
H -4.268 1.662 5.098
H -1.918 1.096 4.547
H -4.347 -1.187 -1.952
H -6.649 -1.332 -2.906
H -7.172 -0.124 -4.996
H -5.450 1.276 -6.085
H -3.183 1.459 -5.082
I 1.344 1.134 -2.070
I 1.183 3.108 -4.108
N 1.785 -0.196 -0.304
P 3.197 -0.880 -0.585
C 4.499 0.325 -1.132
C 4.404 0.909 -2.402
C 5.267 1.915 -2.803
C 6.273 2.350 -1.955
C 6.429 1.736 -0.724
C 5.555 0.735 -0.320
C 3.400 -2.230 -1.831
C 4.379 -2.205 -2.822
C 4.549 -3.283 -3.679
C 3.754 -4.410 -3.556
C 2.797 -4.464 -2.553
C 2.629 -3.387 -1.700
C 3.888 -1.653 0.944
C 4.217 -0.829 2.022
C 4.734 -1.346 3.199
C 4.918 -2.712 3.338
C 4.603 -3.547 2.278
C 4.112 -3.022 1.091
H 3.655 0.577 -3.107
H 5.130 2.361 -3.780
H 6.936 3.151 -2.256
H 7.234 2.029 -0.063
H 5.743 0.261 0.628
H 5.036 -1.357 -2.927
H 5.314 -3.241 -4.444
H 3.887 -5.248 -4.228
H 2.184 -5.347 -2.428
H 1.907 -3.453 -0.904
H 4.055 0.235 1.949
H 4.991 -0.680 4.013
H 5.301 -3.119 4.265
H 4.754 -4.616 2.362
H 3.928 -3.704 0.279


Entry 6:
108
Properties=species:S:1:pos:R:3 method="wB97M-V/def2-TZVPD" orbital_gap_ev=7.954 homo_ev=-14.97 charge=+4 lumo_ev=-7.02
C 3.967 -4.994 -2.016
C 2.807 -5.874 -2.372
O 2.229 -6.729 -1.769
N 2.410 -5.530 -3.792
H 2.141 -4.467 -3.513
H 3.288 -5.285 -4.317
C 1.439 -6.206 -4.646
H 4.876 -5.285 -2.583
H 4.140 -5.057 -0.934
H 3.713 -3.984 -2.293
H 0.437 -6.040 -4.237
H 1.762 -7.250 -4.731
H 1.471 -5.731 -5.594
C 0.356 0.945 -4.660
C 1.619 1.652 -4.363
O 1.920 2.654 -4.913
N 2.457 1.120 -3.289
H 2.292 1.612 -2.326
H 2.333 0.075 -3.138
C 3.935 1.375 -3.508
H -0.147 0.480 -3.837
H 0.690 0.041 -5.264
H -0.234 1.537 -5.340
H 4.168 2.326 -3.052
H 4.124 1.385 -4.582
H 4.488 0.498 -3.093
C -5.072 -1.846 7.843
C -3.699 -2.079 7.356
O -2.832 -1.328 7.202
N -3.411 -3.559 6.976
H -3.801 -3.786 6.015
H -2.369 -3.572 6.870
C -3.753 -4.509 8.028
H -4.973 -1.513 8.867
H -5.682 -2.786 7.900
H -5.577 -0.993 7.388
H -3.325 -4.194 9.011
H -3.262 -5.480 7.870
H -4.872 -4.594 8.177
C -3.933 3.839 -6.924
C -4.219 5.151 -6.358
O -4.616 5.492 -5.283
N -3.759 6.329 -7.361
H -4.001 6.213 -8.364
H -4.215 7.127 -6.965
C -2.234 6.570 -7.288
H -2.844 3.915 -7.039
H -4.450 3.753 -7.902
H -4.190 3.094 -6.213
H -1.837 6.062 -6.356
H -2.132 7.643 -7.123
H -1.754 6.308 -8.205
C 3.398 7.066 0.952
C 4.550 7.707 1.615
O 5.460 7.208 2.149
N 4.500 9.308 1.785
H 5.470 9.633 1.719
H 3.958 9.751 1.037
C 3.959 9.666 3.181
H 2.486 7.495 1.386
H 3.355 6.016 1.271
H 3.567 7.153 -0.127
H 2.902 9.306 3.165
H 3.949 10.750 3.312
H 4.580 9.210 3.952
C -6.323 -1.922 1.410
C -6.136 -3.367 1.159
O -5.439 -3.900 0.356
N -6.870 -4.307 2.163
H -6.175 -4.481 2.965
H -7.554 -3.726 2.760
C -7.496 -5.540 1.566
H -6.139 -1.700 2.471
H -7.404 -1.801 1.361
H -5.716 -1.339 0.772
H -6.832 -5.832 0.762
H -8.509 -5.322 1.261
H -7.418 -6.360 2.299
C 5.941 -1.331 3.498
C 5.882 0.004 2.935
O 6.014 1.052 3.474
N 5.545 -0.137 1.498
H 6.339 -0.432 0.865
H 4.825 -0.832 1.330
C 4.992 1.129 1.008
H 4.921 -1.725 3.573
H 6.429 -1.362 4.448
H 6.468 -1.998 2.848
H 5.533 1.859 1.571
H 3.950 1.276 1.232
H 5.188 1.207 -0.082
C -0.412 -1.066 1.914
C -0.686 -1.252 0.497
O -1.448 -0.645 -0.194
N 0.109 -2.441 -0.030
H 0.085 -2.356 -1.103
H 1.077 -2.298 0.256
C -0.469 -3.719 0.524
H -0.715 -1.824 2.570
H -0.700 -0.063 2.215
H 0.651 -1.052 2.010
H -0.429 -3.757 1.607
H 0.135 -4.486 0.057
H -1.491 -3.779 0.080
Br 1.338 -2.652 -3.272
Br 2.084 2.774 -0.836
Br -4.274 -3.222 3.862
Br 3.124 -2.067 0.984


Entry 7:
12
Properties=species:S:1:pos:R:3 method="wB97M-V/def2-TZVPD" orbital_gap_ev="7.051 / 10.108" s2=0.7616 homo_ev="-17.80 / -20.86" multiplicity=2 de_lowest_kcal_mol=8.07 charge=+2 lumo_ev="-10.75 / -10.76"
O -0.989 0.870 -1.096
C 0.245 0.260 -1.445
C 1.212 0.259 -0.297
O 1.066 -1.390 1.694
C -0.084 -1.194 1.894
O -0.963 -0.543 1.425
Li -1.681 2.009 -2.320
Be -1.176 0.401 0.290
H 0.714 0.816 -2.280
H 0.079 -0.772 -1.795
H 1.079 1.068 0.435
H 2.244 -0.039 -0.494


Entry 8:
44
Properties=species:S:1:pos:R:3 method="wB97M-V/def2-TZVPD" orbital_gap_ev=8.158 homo_ev=-7.57 de_lowest_kcal_mol=163.11 lumo_ev=0.59
O -2.975 -0.177 -0.454
O 0.859 1.217 -2.715
N 0.068 0.496 1.933
O -1.510 -1.165 -1.992
O 2.527 -0.177 -2.257
C -1.875 -0.251 -0.945
C 1.335 0.352 -2.007
C 1.082 -0.315 1.649
C -3.264 4.138 1.517
C -2.567 4.090 0.330
C -2.944 3.261 2.528
C -1.684 3.071 -0.008
C -1.985 2.272 2.338
C -1.478 2.116 1.057
N -0.683 1.004 0.892
N -0.694 0.392 -0.437
N 0.680 -0.049 -0.822
C -2.670 -1.582 -2.723
C 2.598 -0.708 -3.553
C 1.940 -0.962 2.669
C 1.512 -0.665 0.222
C 2.103 -2.481 2.524
C 1.537 -2.148 0.041
C 2.511 -2.828 1.061
H -4.068 4.877 1.581
H -2.815 4.802 -0.487
H -3.380 3.514 3.504
H -1.165 2.899 -0.928
H -1.772 1.602 3.083
H -2.284 -2.278 -3.487
H -3.279 -0.749 -3.198
H -3.447 -2.156 -2.140
H 1.727 -0.852 -4.149
H 3.214 -0.065 -4.246
H 3.210 -1.651 -3.544
H 1.613 -0.547 3.629
H 2.964 -0.583 2.457
H 2.589 -0.365 0.289
H 1.137 -3.001 2.725
H 2.933 -2.901 3.042
H 1.848 -2.381 -0.953
H 0.524 -2.559 0.151
H 2.471 -3.898 1.017
H 3.556 -2.609 0.807


| no. | calculated total energy (eV) | maximum force (Eh/bohr) |
| --- | --- | --- |
| 1 | -57355.9837 | 0.013 |
| 2 | -7332.4425 | 0.012 |
| 3 | -8965.7125 | 0.019 |
| 4 | -44806.7222 | 0.058 |
| 5 | -111561.2983 | 0.025 |
| 6 | -334364.7311 | 0.067 |
| 7 | -9906.4807 | 0.131 |
| 8 | -31062.5467 | 0.084 |